This record from the OMol25 dataset describes 2 unconnected molecules or ions with the total composition C8H18N2O2P in a non-equilibrium geometry. The level of theory is ωB97M-V/def2-TZVPD.

Output
LUMO energy   -0.1333 Ha
Net charge   +1
Frontier orbital gap   10.01 eV
Max |F|   0.1051 hartree/bohr
E   -24944.8512 eV

Geometry as XYZ:
```
31
Properties=species:S:1:pos:R:3:forces:R:3
C 2.4298 0.3136 -1.3408 -1.709 -0.541 -1.849
C 1.6139 1.0729 -2.4294 -0.014 1.408 1.697
C 1.6147 -0.9022 -0.8765 4.446 -3.008 0.638
C 0.4261 1.6170 -1.5295 0.137 -0.950 -0.995
C -1.7509 0.6278 -0.3112 -1.032 3.118 0.139
C -1.7247 0.1816 -1.7429 -0.262 -0.218 1.130
C 0.2743 -0.7657 -0.4981 -2.081 1.148 0.592
C -0.4145 0.4455 -0.9574 0.329 0.477 -0.427
N -1.7935 0.2149 3.1011 -0.609 -0.445 -1.623
N 0.5327 -0.5819 1.6033 -0.653 2.381 -2.422
O -0.0594 -1.3552 3.9394 0.259 -0.477 0.434
O -1.3745 -2.2869 2.0261 0.318 1.422 -1.093
P -0.7012 -0.9716 2.5607 0.755 1.506 0.757
H 3.3427 0.0206 -1.8049 0.970 -0.420 0.393
H 2.5132 0.8675 -0.4481 0.908 1.205 0.769
H 2.1417 2.0184 -2.8821 -0.799 -2.192 0.645
H 1.3583 0.2702 -3.1463 -0.254 0.988 -0.172
H 1.6057 -1.8089 -1.5591 0.346 1.039 0.235
H 2.1883 -1.3300 0.0536 -0.983 0.421 -1.729
H 0.8999 2.2963 -0.8237 -0.091 -0.245 0.530
H -0.2536 2.2428 -2.0728 -0.455 0.305 -0.467
H -2.1009 1.7173 -0.0599 0.809 -2.162 -0.544
H -1.9359 -0.0827 0.4918 -0.432 0.093 -0.571
H -2.0815 -0.8055 -1.8492 0.129 -1.229 -0.218
H -2.0229 0.7604 -2.6107 0.388 0.569 0.463
H -0.3200 -1.6651 -0.5028 -0.152 -0.142 0.548
H -1.4335 1.1234 2.8030 -0.194 -0.090 0.297
H -2.8107 0.1886 2.8688 1.245 -0.288 0.188
H 0.7523 0.4513 1.3275 -0.790 -2.365 1.417
H 0.8551 -1.0494 3.9844 0.141 -0.261 0.151
H -1.7710 -2.8248 2.6859 -0.669 -1.049 1.086
```
Forces are in eV/Å.